{"formula": "C5H25N2O7", "method": "ωB97M-V/def2-TZVPD", "species": ["C", "H", "H", "H", "O", "C", "O", "C", "O", "H", "C", "O", "H", "H", "H", "H", "O", "H", "H", "H", "H", "H", "H", "H", "H", "H", "H", "H", "C", "H", "N", "H", "O", "N", "H", "H", "H", "H", "O"], "positions_angstrom": [[-0.65, 0.71, -1.86], [-1.73, -1.84, 2.18], [2.85, 0.30, -1.44], [-1.66, 0.90, -1.50], [-2.14, 2.93, 0.11], [-1.16, -2.43, 1.46], [2.89, 2.93, 1.82], [0.23, 0.54, -0.60], [3.26, -0.25, 1.87], [3.68, -0.86, 2.49], [-0.59, -0.34, 0.35], [-1.77, -2.01, -2.39], [0.78, 1.71, 0.98], [-3.92, -2.00, -0.19], [-2.91, -0.80, 0.32], [-0.58, 2.36, 0.09], [3.02, 1.21, -1.19], [1.15, 0.13, -0.96], [-0.05, -3.25, -0.75], [-2.97, 2.46, 0.22], [-0.51, -2.91, 2.21], [1.28, -2.85, 0.36], [1.03, 2.43, -0.42], [-0.43, 1.70, -2.28], [3.86, 1.20, -0.71], [-0.60, -0.01, -2.66], [3.80, 2.73, 1.57], [-1.82, -3.17, 1.02], [0.51, -2.44, -0.30], [-1.81, -2.75, -3.00], [-0.32, -1.63, 0.61], [-2.64, -1.94, -1.98], [-3.42, -1.21, -0.39], [0.34, 1.85, 0.07], [0.88, -1.84, -1.11], [2.96, 0.48, 2.43], [-2.38, 3.81, 0.43], [2.93, 3.86, 2.08], [-1.40, 0.28, 1.06]], "nbo_charge": [-0.62, 0.24, 0.47, 0.23, -0.95, -0.45, -0.97, -0.13, -0.96, 0.48, 0.69, -0.98, 0.45, 0.49, 0.51, 0.49, -0.95, 0.23, 0.22, 0.51, 0.22, 0.21, 0.45, 0.21, 0.49, 0.27, 0.48, 0.22, -0.40, 0.48, -0.40, 0.50, -0.99, -0.69, 0.20, 0.48, 0.50, 0.49, -0.71], "homo_ev": -12.7, "total_charge": 1, "e_above_lowest_kcal_mol": 32.9, "orbital_gap_ev": 10.18}

***

{"formula": "C4H14O2S", "method": "ωB97M-V/def2-TZVPD", "species": ["H", "C", "H", "O", "H", "H", "C", "H", "H", "C", "H", "H", "H", "S", "H", "O", "H", "H", "C", "H", "H"], "positions_angstrom": [[2.63, 0.85, 1.35], [0.09, -0.20, 0.49], [1.04, -0.74, 0.36], [-0.97, -3.92, 2.01], [2.02, 2.26, 2.18], [-2.85, 0.18, 0.22], [-0.86, -0.40, -0.69], [2.76, 2.49, 0.52], [1.45, 2.71, -3.71], [2.20, 1.84, 1.18], [1.35, 2.25, -2.28], [-0.61, -1.26, -1.31], [-2.77, -0.74, -1.25], [0.52, 1.57, 0.67], [-2.33, -1.54, 0.38], [1.90, 2.75, -2.87], [-1.68, -4.13, 1.39], [-0.78, 0.50, -1.31], [-2.35, -0.66, -0.25], [-0.27, -0.49, 1.48], [-0.50, -3.32, 1.43]], "mulliken_spin": [0.00, -0.05, 0.00, 0.00, 0.05, 0.00, 0.03, 0.03, 0.00, -0.04, 0.00, 0.01, 0.00, 0.92, 0.00, 0.00, 0.00, -0.01, 0.00, 0.06, 0.00], "spin_multiplicity": 2, "homo_ev": [-14.5, -14.5], "total_charge": 1, "e_above_lowest_kcal_mol": 19.2, "orbital_gap_ev": [11.04, 6.13]}

***

{"formula": "C3H11N2PS", "method": "ωB97M-V/def2-TZVPD", "species": ["N", "P", "C", "H", "H", "H", "C", "H", "H", "H", "S", "H", "C", "H", "N", "H", "H", "H"], "positions_angstrom": [[-3.11, -1.18, 0.64], [-0.60, 1.04, 0.41], [0.77, -0.21, -0.17], [-0.04, 0.07, 2.41], [1.99, 1.45, 0.48], [-0.87, -0.77, -1.51], [1.99, 0.70, -0.22], [-1.07, 1.14, 2.72], [2.86, 0.20, -0.08], [0.96, -0.83, 0.67], [-0.80, 2.85, -0.34], [2.13, 1.32, -1.12], [0.18, -0.68, -1.51], [-3.59, -1.86, 0.06], [-0.31, 0.99, 2.09], [0.37, -0.13, -2.37], [-3.63, -0.31, 0.56], [0.50, -1.64, -1.87]], "nbo_charge": [-1.01, 1.24, -0.43, 0.39, 0.22, 0.24, -0.63, 0.41, 0.22, 0.23, -0.41, 0.22, -0.65, 0.31, -1.14, 0.23, 0.31, 0.23], "homo_ev": [-7.3, -7.2], "total_charge": 0, "e_above_lowest_kcal_mol": 114.1, "orbital_gap_ev": [5.10, 5.10]}

***

{"formula": "C20H43BCl22NO2S3", "method": "ωB97M-V/def2-TZVPD", "species": ["H", "Cl", "C", "Cl", "H", "O", "Cl", "S", "H", "H", "S", "Cl", "Cl", "H", "C", "H", "H", "Cl", "C", "H", "C", "H", "Cl", "H", "H", "H", "C", "Cl", "H", "Cl", "H", "C", "C", "Cl", "H", "H", "H", "H", "Cl", "H", "C", "H", "H", "S", "C", "Cl", "Cl", "O", "C", "H", "Cl", "H", "H", "H", "H", "H", "H", "Cl", "H", "Cl", "H", "C", "B", "H", "H", "C", "H", "H", "C", "H", "C", "C", "H", "Cl", "C", "Cl", "C", "H", "Cl", "H", "C", "H", "Cl", "H", "C", "C", "H", "H", "Cl", "Cl", "H", "N"], "positions_angstrom": [[-2.61, -0.92, 2.54], [-3.80, -4.08, -0.27], [1.78, -6.74, 5.00], [-2.13, 8.09, -1.03], [1.59, 2.31, 1.38], [-4.10, 0.17, 1.29], [6.00, 2.69, -2.32], [2.49, -0.63, 0.23], [1.16, -6.68, 5.90], [5.98, 0.53, -2.00], [-1.82, 1.89, 2.17], [-0.68, -0.35, 5.37], [3.42, -7.21, 5.44], [1.36, -7.49, 4.31], [5.56, -0.45, -2.24], [2.09, 6.02, -1.54], [-0.73, -1.33, -2.66], [2.41, 3.68, -1.64], [0.80, 4.43, 3.06], [-1.83, -2.34, -1.39], [-7.15, 3.46, -0.21], [0.16, 2.58, 0.18], [2.10, -4.01, -4.27], [-2.74, 6.57, 0.67], [-5.06, -4.29, -2.26], [6.88, 3.99, -4.09], [0.77, 1.73, 0.75], [4.46, -0.28, -3.61], [2.46, -4.08, 0.99], [1.77, -5.16, 4.20], [-0.85, -2.47, 6.41], [-2.12, 6.52, -0.23], [-0.29, 0.92, 1.70], [-0.73, 3.56, 2.88], [-2.54, 5.77, -0.91], [-4.02, -1.99, 1.82], [-2.65, -1.38, 0.66], [-0.65, -0.10, 1.28], [-0.48, 6.04, 0.22], [0.46, -6.34, 0.32], [0.48, -2.75, -1.25], [2.98, -2.70, -6.03], [-7.30, 2.96, 0.75], [1.32, -2.02, 2.69], [7.31, 3.47, -3.22], [0.96, 5.10, 4.68], [-6.60, 2.27, -1.40], [-3.23, 2.03, -0.36], [-3.31, -1.06, 1.59], [-2.26, 1.46, 3.44], [6.87, -1.57, -2.60], [0.76, 0.55, -1.28], [-5.25, 1.58, -3.34], [-5.63, -2.94, -1.24], [7.81, 4.19, -2.57], [1.10, 5.14, -0.33], [-0.28, -1.21, 7.54], [-3.80, -2.33, -2.61], [5.00, -0.82, -1.38], [-3.04, 1.34, -4.13], [1.32, -5.92, 2.03], [1.48, -4.29, 0.35], [-3.16, 1.30, 0.94], [-4.10, 1.77, -0.81], [3.91, -2.51, -4.51], [-4.78, 1.58, -4.32], [0.29, 0.69, 2.71], [1.85, -4.68, -0.69], [1.40, -1.96, 0.97], [-8.10, 3.88, -0.55], [-0.81, -1.74, -1.56], [1.51, 0.83, -0.41], [1.63, 3.74, 2.87], [1.48, -2.11, 6.25], [3.41, -3.22, -5.17], [4.59, -4.41, -5.73], [2.08, 5.20, -0.81], [-4.95, 2.54, -4.82], [8.49, 2.29, -3.79], [-0.32, -5.03, 1.55], [-4.74, -3.46, -1.63], [-0.84, -0.85, -0.76], [-5.49, 0.29, -5.30], [0.17, -3.78, -1.75], [0.68, -5.51, 1.12], [-0.19, -1.60, 6.52], [0.83, 5.24, 2.33], [1.46, -2.41, -1.79], [3.30, 5.53, 0.43], [-5.98, 4.76, -0.02], [2.31, 1.56, -0.93], [0.62, -3.02, 0.23]], "mulliken_charge": [0.17, -0.13, -0.34, -0.15, 0.01, -0.48, -0.07, -0.14, 0.30, -0.06, 0.10, -0.07, -0.15, 0.26, 0.45, 0.41, 0.44, -0.14, 0.15, -0.77, -0.44, 0.20, -0.13, 0.28, 0.37, 0.29, -0.14, -0.16, 0.35, -0.06, 0.24, -0.24, 0.20, -0.02, 0.15, 0.28, -0.10, -0.35, -0.06, 0.30, -0.72, 0.30, 0.30, 0.11, -0.36, -0.17, -0.14, -0.21, -0.06, 0.29, -0.17, 0.33, -0.47, 0.27, 0.30, -0.64, 0.34, -0.07, -0.07, -0.13, -0.10, -0.41, 0.58, 0.11, -0.34, 0.42, 0.35, 0.38, -0.54, 0.36, 0.61, -0.05, 0.14, -0.12, 0.35, -0.16, 0.54, 0.36, -0.15, 0.23, -0.37, -0.50, -0.15, 0.47, -0.58, -0.39, 0.04, 0.30, -0.16, -0.10, -0.21, 0.33], "homo_ev": -10.7, "total_charge": 1, "orbital_gap_ev": 7.34}

***

no.,DFT total energy (eV)
1,-22897.952
2,-19295.904
3,-26389.583
4,-335684.336